[1]
{
  "formula": "C22H25N3O4",
  "method": "the ωB97M-V functional and the def2-TZVPD basis",
  "symbols": ["C", "O", "C", "C", "C", "C", "C", "N", "O", "C", "C", "O", "N", "C", "C", "N", "C", "C", "C", "C", "C", "C", "O", "C", "C", "C", "C", "C", "C", "H", "H", "H", "H", "H", "H", "H", "H", "H", "H", "H", "H", "H", "H", "H", "H", "H", "H", "H", "H", "H", "H", "H", "H", "H"],
  "coordinates": [[7.55850, 0.59729, 4.72570], [6.41470, -0.21725, 4.82044], [5.44474, -0.09322, 3.87719], [5.49103, 0.77801, 2.79070], [4.44153, 0.82070, 1.89584], [3.32214, 0.00373, 2.05540], [2.22849, 0.07497, 1.11163], [2.23277, 0.86509, 0.10873], [1.08662, 0.74675, -0.62427], [0.17759, -0.16567, 0.02344], [-1.07508, 0.57572, 0.52295], [-1.47353, 0.41613, 1.66467], [-1.69417, 1.38083, -0.35416], [-1.32194, 1.59330, -1.73755], [-2.60373, 1.73776, -2.58786], [-3.67454, 0.95438, -2.01060], [-3.52765, -0.44072, -2.08271], [-3.42799, -1.26391, -0.96694], [-3.33375, -2.64049, -1.09062], [-3.32808, -3.22083, -2.34130], [-3.42834, -2.42308, -3.47175], [-3.53657, -1.04701, -3.35940], [-3.66272, -0.20273, -4.43214], [-3.79831, -0.75985, -5.71507], [-4.10128, 1.55704, -0.76489], [-2.89756, 2.07688, 0.05591], [0.96836, -0.75325, 1.19448], [3.28372, -0.86960, 3.14555], [4.32824, -0.91714, 4.03999], [7.30057, 1.65973, 4.77997], [8.17889, 0.33384, 5.58089], [8.11460, 0.40414, 3.80279], [6.33897, 1.42640, 2.63559], [4.46961, 1.49343, 1.05352], [-0.13182, -0.91896, -0.71158], [-0.69585, 2.48874, -1.82416], [-0.73994, 0.74311, -2.09017], [-2.41329, 1.41007, -3.60765], [-2.93648, 2.77833, -2.61723], [-3.40641, -0.83532, 0.02259], [-3.25456, -3.24953, -0.20297], [-3.24974, -4.29172, -2.45122], [-3.43365, -2.89333, -4.44232], [-4.66184, -1.42984, -5.77500], [-2.89629, -1.30108, -6.02096], [-3.95242, 0.08487, -6.38530], [-4.69152, 0.83855, -0.19849], [-4.75459, 2.40143, -1.01649], [-2.75080, 3.14865, -0.11154], [-3.03644, 1.90073, 1.12291], [1.17852, -1.81705, 1.08120], [0.42659, -0.58860, 2.12920], [2.43000, -1.51221, 3.29538], [4.30737, -1.58631, 4.88564]],
  "e_above_lowest_ev": 4.177,
  "total_energy_ha": -1318.4941,
  "lumo_ha": 0.028,
  "smiles": "COc1ccc(C2=NO[C@H](C(=O)N3CCN(c4ccccc4OC)CC3)C2)cc1"
}

---

[2]
{
  "formula": "C22H25N3O5S",
  "method": "the ωB97M-V functional and the def2-TZVPD basis",
  "symbols": ["C", "O", "C", "C", "C", "C", "C", "O", "C", "C", "N", "C", "C", "C", "C", "C", "C", "C", "C", "C", "C", "O", "N", "C", "C", "C", "H", "H", "H", "H", "H", "H", "H", "H", "H", "H", "H", "H", "H", "H", "H", "H", "H", "H", "H", "H", "H", "C", "S", "N", "O", "O", "H", "H", "H", "H"],
  "coordinates": [[0.15673, 2.14147, 3.88418], [0.65806, 0.87773, 3.41912], [1.85039, 0.84139, 2.78845], [2.54346, 1.94698, 2.27068], [3.65699, 1.73266, 1.46476], [4.13223, 0.45577, 1.18818], [3.43185, -0.65129, 1.70948], [3.59025, -1.93731, 1.31674], [4.48797, -2.21694, 0.22030], [2.36292, -0.44074, 2.57623], [1.60121, -1.58426, 2.97297], [0.26324, -1.74278, 2.77855], [-0.42687, -1.04862, 1.68891], [-1.81492, -0.68828, 1.95116], [-2.68644, -0.25278, 1.00654], [-4.11876, -0.49930, 1.09095], [-4.89407, -0.42797, -0.09549], [-6.22232, -0.84651, -0.10824], [-6.82374, -1.30223, 1.07801], [-6.08419, -1.34134, 2.26968], [-4.74888, -0.92862, 2.28863], [0.19071, -0.83882, 0.63318], [-0.05661, -2.97552, 3.23128], [-1.36006, -3.61357, 3.17207], [1.06356, -3.55069, 3.81915], [2.09204, -2.69781, 3.63670], [-0.72935, 1.89330, 4.46789], [0.89684, 2.66118, 4.51112], [-0.11627, 2.77014, 3.02789], [2.17533, 2.95020, 2.47402], [4.16316, 2.59812, 1.04116], [4.99211, 0.30228, 0.53184], [4.34683, -3.27984, 0.02409], [4.22671, -1.62357, -0.66748], [5.52909, -2.00814, 0.50497], [-2.14123, -0.85379, 2.98063], [-2.40231, 0.18704, 0.05800], [-4.40013, -0.09111, -1.01103], [-6.79076, -0.82592, -1.04159], [-7.86838, -1.61423, 1.07603], [-6.54571, -1.69576, 3.19505], [-4.16946, -0.95576, 3.21554], [-1.22391, -4.69380, 3.30244], [-2.01813, -3.25445, 3.97607], [-1.84604, -3.42734, 2.20785], [1.03859, -4.53192, 4.25849], [3.13082, -2.78676, 3.88598], [-0.55179, 3.75500, -1.32428], [-0.03636, 2.65967, -0.00863], [-1.07129, 1.46297, 0.01395], [1.30866, 2.22697, -0.37600], [-0.15330, 3.48613, 1.19119], [0.23233, 4.50409, -1.45044], [-0.66728, 3.18368, -2.24593], [-1.48748, 4.23683, -1.04052], [-0.62648, 0.73595, -0.57401]],
  "e_above_lowest_ev": 7.358,
  "total_energy_ha": -1791.8334,
  "lumo_ha": -0.030
}

---

[3]
{
  "formula": "C22H26AsN5Pt",
  "method": "the ωB97M-V functional and the def2-TZVPD basis",
  "symbols": ["Pt", "C", "C", "C", "C", "N", "C", "C", "C", "C", "C", "C", "N", "C", "C", "C", "C", "C", "N", "H", "H", "H", "H", "H", "H", "H", "H", "H", "H", "H", "C", "C", "N", "C", "C", "N", "H", "H", "H", "H", "H", "H", "C", "As", "C", "C", "H", "H", "H", "H", "H", "H", "H", "H", "H"],
  "coordinates": [[-0.03906, -0.11027, 0.12775], [3.66040, 2.12207, 0.05611], [4.32161, 1.51616, -0.99920], [3.70649, 0.46869, -1.66800], [2.45588, 0.04220, -1.26348], [1.82729, 0.62918, -0.20029], [2.41370, 1.65211, 0.42277], [1.70220, -1.04374, -1.94154], [2.13436, -1.87779, -2.95882], [1.26804, -2.85685, -3.42847], [0.00393, -3.01168, -2.87420], [-0.38191, -2.15710, -1.85420], [0.46367, -1.20100, -1.45191], [-1.64516, -2.16173, -1.08410], [-2.69624, -3.02121, -1.34666], [-3.85186, -2.94330, -0.58696], [-3.93450, -1.98862, 0.41285], [-2.85289, -1.16013, 0.63724], [-1.72339, -1.25030, -0.07039], [4.09764, 2.95064, 0.59412], [5.29917, 1.86040, -1.30754], [4.19323, -0.00793, -2.50677], [1.85045, 2.09985, 1.22905], [3.12685, -1.78022, -3.37463], [1.58766, -3.51718, -4.22259], [-0.65611, -3.79086, -3.22701], [-2.61305, -3.74355, -2.14600], [-4.67889, -3.61228, -0.78069], [-4.82440, -1.87745, 1.01537], [-2.87245, -0.38873, 1.39482], [-0.88114, 2.17097, -2.63215], [-1.03125, 2.75158, -1.27068], [-0.89255, 2.11335, -0.12375], [-1.09554, 3.04737, 0.87310], [-1.36315, 4.25629, 0.31858], [-1.31720, 4.05081, -1.03880], [-0.97650, 1.08814, -2.57671], [0.09368, 2.41376, -3.05975], [-1.64670, 2.54931, -3.30871], [-1.06208, 2.78419, 1.91533], [-1.59121, 5.21379, 0.75153], [-1.48547, 4.74785, -1.74611], [-1.13098, 0.57465, 3.82832], [0.06504, -0.33790, 2.60083], [1.79291, 0.02432, 3.39760], [-0.23314, -2.18927, 3.08107], [-0.99376, 0.17006, 4.83048], [-2.16979, 0.43412, 3.53411], [-0.91052, 1.63993, 3.84663], [1.80630, -0.36130, 4.41594], [1.97612, 1.09701, 3.43049], [2.57768, -0.46069, 2.81929], [-0.03178, -2.32700, 4.14247], [0.42616, -2.82756, 2.49620], [-1.26776, -2.46320, 2.87803]],
  "e_above_lowest_ev": 0.272,
  "total_energy_ha": -3482.3813,
  "lumo_ha": -0.235,
  "charge": 2
}

---

[4]
{
  "formula": "C22H26B2F2MnN7O4",
  "method": "the ωB97M-V functional and the def2-TZVPD basis",
  "symbols": ["Mn", "C", "C", "C", "C", "C", "N", "N", "B", "N", "N", "C", "C", "C", "C", "C", "N", "N", "C", "C", "C", "C", "C", "H", "H", "H", "H", "H", "H", "H", "H", "H", "H", "H", "H", "H", "H", "H", "H", "H", "H", "H", "H", "H", "H", "O", "C", "O", "C", "C", "C", "C", "C", "C", "N", "O", "O", "H", "H", "H", "H", "F", "B", "F"],
  "coordinates": [[-0.29713, -0.12671, -1.15741], [2.33061, 2.43360, -0.49947], [1.24679, 2.14332, 0.49512], [1.07118, 2.66496, 1.78290], [-0.14754, 2.18272, 2.22307], [-0.84351, 2.39287, 3.53643], [-0.65143, 1.40880, 1.24875], [0.20697, 1.36965, 0.19302], [-2.08393, 0.82957, 1.05858], [-2.59533, 1.29907, -0.34363], [-1.89786, 0.92614, -1.44008], [-2.53920, 1.36730, -2.51799], [-2.00452, 1.09702, -3.89273], [-3.68469, 2.05633, -2.10127], [-3.68377, 1.98419, -0.71904], [-4.66830, 2.54025, 0.26417], [-2.04888, -0.74032, 1.04326], [-1.68262, -1.39083, -0.09947], [-2.15924, -2.63274, -0.01929], [-2.12643, -3.58265, -1.18621], [-2.80665, -2.80092, 1.21296], [-2.72143, -1.58182, 1.84984], [-3.25929, -1.16997, 3.18524], [3.21676, 2.83589, -0.00890], [1.98893, 3.17193, -1.22609], [2.61227, 1.54278, -1.04954], [1.73895, 3.33343, 2.31491], [-0.20268, 2.96870, 4.20271], [-1.07237, 1.43942, 4.01876], [-1.78597, 2.93455, 3.41284], [-2.82703, 1.22429, 1.92392], [-1.08043, 0.54556, -3.84862], [-1.80507, 2.02157, -4.43424], [-2.70704, 0.50888, -4.48245], [-4.42558, 2.55038, -2.72303], [-5.44322, 3.09154, -0.26606], [-4.18327, 3.21892, 0.97002], [-5.14530, 1.74510, 0.84294], [-1.72441, -3.10017, -2.07311], [-3.14680, -3.90328, -1.40758], [-1.54142, -4.48297, -0.98472], [-3.28646, -3.70197, 1.58541], [-3.59371, -2.04972, 3.73062], [-4.10836, -0.48884, 3.08147], [-2.49867, -0.66051, 3.78079], [1.81951, -2.46465, 0.53210], [2.23342, -1.55047, -0.31811], [1.46331, -0.90917, -0.96780], [3.67842, -1.35878, -0.35194], [4.48947, -1.85544, 0.66366], [5.85318, -1.63977, 0.61206], [6.40847, -0.95248, -0.46005], [5.57644, -0.48661, -1.45642], [4.22215, -0.67067, -1.42365], [6.16604, 0.23485, -2.63019], [7.38058, 0.27843, -2.70257], [5.38850, 0.73214, -3.42953], [4.05097, -2.39387, 1.49450], [6.49173, -2.01027, 1.40717], [7.47219, -0.78265, -0.53423], [3.61764, -0.31182, -2.24032], [0.44832, -3.58785, -1.04372], [0.87814, -3.45179, 0.20698], [0.42858, -4.23443, 1.16528]],
  "e_above_lowest_ev": 0.508,
  "total_energy_ha": -2938.6325,
  "s2": 3.770,
  "lumo_ha": [-0.136, -0.135],
  "spin_multiplicity": 4,
  "charge": 1
}

---

[5]
{
  "formula": "C22H26ClNPRuSc",
  "method": "the ωB97M-V functional and the def2-TZVPD basis",
  "symbols": ["Sc", "Cl", "C", "H", "H", "H", "Ru", "C", "C", "C", "H", "H", "H", "H", "H", "H", "H", "H", "N", "P", "C", "C", "C", "C", "C", "C", "C", "C", "C", "C", "C", "C", "C", "C", "C", "C", "C", "C", "H", "H", "H", "H", "H", "H", "H", "H", "H", "H", "H", "H", "H", "H", "H"],
  "coordinates": [[0.00000, 0.00000, 0.00000], [-0.23020, 1.58910, -1.18440], [-1.83930, -0.20190, 0.69670], [-1.84040, -0.68390, 1.69860], [-2.47050, -0.83050, 0.03400], [-2.35030, 0.77740, 0.80850], [0.45760, 0.32170, -2.68650], [2.39500, 0.80420, -3.24570], [-0.73940, 0.10640, -4.36530], [0.32740, -1.16090, -1.38240], [-1.13270, -0.93350, -4.39430], [-1.59150, 0.81830, -4.33580], [-0.13320, 0.29400, -5.27850], [3.07650, -0.00170, -2.89460], [2.45570, 0.87680, -4.35360], [2.70950, 1.76920, -2.79450], [-0.44360, -1.94940, -1.52770], [1.34940, -1.59510, -1.31740], [1.30640, 0.28150, 1.72470], [1.08710, -0.18240, 3.28750], [-0.41930, -1.24960, 3.53480], [-1.49010, -0.77000, 4.32250], [-2.63190, -1.54820, 4.53080], [-2.72220, -2.81720, 3.96560], [-1.67190, -3.30930, 3.18590], [-0.52610, -2.53110, 2.96680], [2.63880, -1.09040, 3.70280], [3.01110, -2.21200, 2.95010], [4.17980, -2.91330, 3.25470], [4.98870, -2.49560, 4.31360], [4.63130, -1.37250, 5.06360], [3.46360, -0.66960, 4.75970], [0.89780, 1.32450, 4.35730], [0.76910, 1.13530, 5.74630], [0.58390, 2.22220, 6.60110], [0.52530, 3.51370, 6.07780], [0.65390, 3.71580, 4.69850], [0.84010, 2.62420, 3.83580], [-1.46750, 0.21110, 4.76870], [-3.44720, -1.16090, 5.12990], [-3.60830, -3.41790, 4.13050], [-1.74840, -4.29610, 2.74950], [0.26260, -2.93550, 2.35780], [2.40670, -2.54520, 2.11930], [4.45910, -3.77870, 2.66780], [5.89370, -3.03870, 4.54910], [5.26160, -1.04500, 5.88040], [3.21230, 0.19640, 5.35270], [0.80020, 0.13670, 6.16490], [0.47860, 2.05960, 7.66720], [0.37500, 4.35500, 6.74240], [0.60140, 4.72040, 4.30040], [0.92580, 2.79480, 2.77210]],
  "total_energy_ha": -2565.4751,
  "s2": 6.026,
  "lumo_ha": [-0.006, -0.073],
  "spin_multiplicity": 5
}

---

[6]
{
  "formula": "C22H26CoN4O2SSiTe",
  "method": "the ωB97M-V functional and the def2-TZVPD basis",
  "symbols": ["Co", "C", "C", "C", "C", "C", "C", "Si", "C", "C", "C", "C", "C", "C", "H", "H", "H", "H", "H", "H", "H", "H", "H", "H", "H", "O", "O", "Te", "C", "C", "C", "C", "S", "H", "H", "H", "C", "N", "C", "N", "C", "N", "C", "N", "C", "C", "H", "H", "H", "H", "H", "H", "H", "H", "H", "H", "H", "H"],
  "coordinates": [[1.20132, -1.06867, -0.73608], [1.85535, 1.20552, 5.79154], [1.19210, 0.26374, 5.01234], [1.02776, 0.48104, 3.65209], [1.51801, 1.64474, 3.04575], [2.17729, 2.58089, 3.84554], [2.34630, 2.36500, 5.20858], [1.33569, 1.89222, 1.22486], [-0.41741, 2.17071, 0.71013], [-1.38419, 1.18005, 0.92556], [-2.71135, 1.39069, 0.57603], [-3.09256, 2.59725, -0.00341], [-2.14516, 3.58641, -0.23456], [-0.81946, 3.37330, 0.12605], [1.99554, 1.03000, 6.85170], [0.80289, -0.63977, 5.46486], [0.52678, -0.27920, 3.06042], [2.57275, 3.48978, 3.40201], [2.86376, 3.09920, 5.81265], [2.19590, 2.97160, 0.69630], [-1.10271, 0.22311, 1.35636], [-3.44875, 0.61744, 0.75655], [-4.12927, 2.76679, -0.26873], [-2.43690, 4.51984, -0.69837], [-0.08573, 4.14964, -0.06938], [1.83831, 0.39065, 0.59866], [2.08116, 0.55227, -0.85489], [1.07412, -3.54754, -0.83046], [1.37389, -4.11904, 1.16532], [1.78935, -3.37102, 2.23074], [1.84874, -4.11916, 3.44843], [1.47952, -5.41706, 3.27994], [1.05937, -5.72962, 1.65159], [2.06444, -2.32645, 2.14656], [2.15450, -3.70401, 4.39952], [1.42821, -6.19962, 4.02141], [-0.20945, 0.86079, -2.55187], [-1.01054, 1.09317, -3.74462], [-2.34008, 0.50639, -3.53984], [-2.26903, -0.93747, -3.28107], [-1.46025, -1.15484, -2.08954], [-0.07970, -0.59866, -2.25355], [0.53170, -1.24304, -3.46560], [-0.26677, -1.02995, -4.66134], [-0.38484, 0.41614, -4.88425], [-1.60837, -1.57834, -4.42267], [-0.68751, 1.33775, -1.70125], [0.78791, 1.27571, -2.67392], [-2.94001, 0.67501, -4.43445], [-2.82005, 0.99878, -2.69225], [-1.37994, -2.21576, -1.86673], [-1.92359, -0.64522, -1.24612], [0.62583, -2.31278, -3.28409], [1.52416, -0.81372, -3.60730], [-0.98934, 0.58919, -5.77513], [0.61013, 0.83336, -5.04645], [-1.52390, -2.64810, -4.22816], [-2.21591, -1.42909, -5.31540]],
  "total_energy_ha": -3561.8090,
  "s2": 1.171,
  "lumo_ha": [-0.011, 0.015],
  "spin_multiplicity": 2
}